Record 1
A cluster of 2 separate species, C4H12N2O in total in a non-equilibrium geometry, computed with the ωB97M-V functional and the def2-TZVPD basis.

Element x y z (Å)
C  -0.999300  -1.896028  -0.277399
C  -1.480100  -0.555934  0.509331
C  -0.434016  0.572322  0.301539
C  -0.732333  1.753872  -0.146750
N  0.239192  2.544376  -0.833925
N  0.819321  0.167806  1.024484
H  -1.881559  -2.549196  -0.549917
H  -0.125869  -2.475617  0.034142
H  -0.654443  -1.494580  -1.275318
H  -1.491447  -0.904136  1.573562
H  -2.466936  -0.309342  0.159505
H  -1.811968  2.109189  -0.244869
H  0.057545  2.536437  -1.846664
H  1.022626  1.981937  -0.829869
H  1.351990  0.973180  1.305180
H  0.511275  -0.353384  1.817626
H  2.574673  -1.646678  -1.012090
H  1.839569  -0.953905  -0.046360
O  1.942431  -1.893073  -0.342396

Forces on atoms 1 to 2 (eV/Å):
C -1.0602 1.4944 -2.1020
C 2.3963 -1.5703 0.4398

Calculated values
Total charge: -1
2S+1: 2
Expectation value of S²: 0.7516
HOMO-LUMO gap (spin up / spin down) (eV): 3.4 / 7.7

Record 2
A cluster of 2 separate species, C6H13NOSi in total in a non-equilibrium geometry, computed with the ωB97M-V functional and the def2-TZVPD basis.

Element x y z (Å)
C  0.549594  1.284676  -1.865702
C  -1.659092  1.733480  -0.203923
C  -0.261292  -1.498403  1.892996
C  1.178079  -1.688826  -0.980019
C  1.442440  0.676646  1.065185
C  -1.086875  0.398659  -0.588730
N  1.191535  1.616677  -2.782764
O  -1.801239  -0.389002  -1.386933
Si  0.339340  -0.593326  0.338772
H  -0.884601  2.089425  0.428072
H  -1.871568  2.191787  -1.124716
H  -2.644249  1.757628  0.350911
H  -0.032294  -0.859705  2.845564
H  -1.270108  -1.670879  1.786302
H  0.370372  -2.335876  2.078031
H  1.149665  -1.189978  -1.945832
H  2.192409  -1.879952  -0.803787
H  0.461984  -2.612902  -1.010692
H  1.029458  1.213834  1.936467
H  2.327606  0.138204  1.483057
H  1.773006  1.513528  0.360711
H  -2.494167  0.104305  -1.872968

Forces on atoms 1 to 2 (eV/Å):
C -0.7729 -0.4095 -0.3212
C -1.0428 -1.6927 0.9639

Calculated values
HOMO-LUMO gap (eV): 10.0

Record 3
A cluster of 10 separate species, H21O10 in total in a non-equilibrium geometry, computed with the ωB97M-V functional and the def2-TZVPD basis.

Element x y z (Å)
O  2.893247  -0.016572  1.260220
H  3.737408  -0.408813  1.442182
H  -2.236177  -1.476777  -1.274253
O  -2.744874  -1.736777  -0.486773
H  0.996564  3.669341  -1.506051
H  -1.377671  3.804744  1.503334
O  -1.510003  3.066407  0.898380
H  2.716478  0.476486  0.460133
H  -1.577248  3.495021  0.037127
O  0.085060  -1.360232  2.093713
H  0.322061  -1.575045  3.007066
H  -0.786071  -1.760858  2.023303
O  1.729967  -2.238953  -0.142312
H  2.176188  0.112001  -1.741818
H  1.286009  -1.908704  0.645342
O  -2.490697  0.393498  0.943881
H  -3.076905  0.687974  1.642608
H  2.628427  -1.902672  -0.084595
O  0.423630  2.895145  -1.568052
H  -2.764857  -0.439868  0.489818
H  0.642671  2.671123  -2.483667
O  0.072477  0.828145  0.908792
H  0.384858  0.726368  -0.024263
H  -0.760232  1.359347  0.787295
O  -0.100726  -1.866631  -2.290345
H  -3.636109  -1.691751  -0.861283
O  1.344593  -0.016379  -1.281985
H  1.064633  -0.980375  -1.324873
H  0.049596  -0.042446  1.384049
H  -0.097206  -2.552656  -1.603716
H  0.604904  -2.210077  -2.853265

Forces on atoms 1 to 2 (eV/Å):
O -1.5700 -0.2516 1.2279
H 0.8106 0.4037 -0.6802

Calculated values
Total charge: +1
HOMO-LUMO gap (eV): 11.3

Record 4
A cluster of 2 separate species, C2H9NO in total in a non-equilibrium geometry, computed with the ωB97M-V functional and the def2-TZVPD basis.

Element x y z (Å)
N  -1.335728  -0.335485  0.350924
C  -0.423346  0.719506  0.728854
O  -0.678263  1.945524  0.045609
H  -1.011541  -1.269418  0.534737
H  -2.256676  -0.146193  0.684248
H  -0.362964  1.074064  1.792879
H  0.741934  0.253520  0.421782
H  -1.143310  1.669406  -0.809645
C  2.157433  -1.873045  -0.983750
H  2.117198  -1.519352  -0.036332
H  1.124121  -2.417874  -1.184608
H  2.808370  -2.827008  -1.028899
H  2.354553  -1.111704  -1.666125

Forces on atoms 1 to 2 (eV/Å):
N 0.4949 1.1775 -0.2013
C 3.6109 -0.5550 -0.4534

Calculated values
HOMO-LUMO gap (eV): 10.6

Record 5
A structure of composition C19H19F2MnN in a non-equilibrium geometry, computed with the ωB97M-V functional and the def2-TZVPD basis.

Element x y z (Å)
C  0.228916  1.887643  -1.600195
C  -2.433324  1.650472  -0.886156
C  0.018286  1.857540  -3.060141
H  1.273175  1.829980  -1.263984
C  -2.336410  0.397669  -1.684744
H  -3.218856  1.618623  -0.114980
H  -0.273043  2.881978  -3.392290
H  -2.974219  -0.414804  -1.295244
C  -0.913208  0.915790  -3.841587
H  -0.317205  0.172351  -4.394105
H  -1.356320  1.532365  -4.649219
C  -0.468955  3.181407  -1.032488
H  -0.059341  4.064814  -1.545533
H  -0.264975  3.320932  0.040007
C  -1.978400  3.037860  -1.311048
H  -2.214210  3.233016  -2.370928
H  -2.534416  3.796244  -0.734111
C  -2.085381  0.181829  -3.164136
H  -2.987074  0.405905  -3.756843
H  -1.954076  -0.906041  -3.310135
Mn  -0.912029  0.646863  -0.545539
H  1.058945  1.870613  -3.468120
F  -0.232527  -4.576959  -1.688974
C  -0.138914  -3.556823  -0.771760
C  -0.707224  -2.320867  -1.107336
C  -0.531288  -1.255117  -0.223122
C  0.131803  -1.439247  1.021568
C  0.624233  -2.733487  1.305182
F  1.236027  -2.994778  2.511800
C  0.526371  -3.794930  0.424771
C  0.286334  -0.271491  1.882714
C  0.933305  -0.234880  3.119524
C  1.085583  0.968500  3.793722
C  0.506443  2.120946  3.260636
C  -0.239929  2.025144  2.087975
N  -0.251254  0.879004  1.368458
H  -1.263731  -2.193591  -2.033890
H  0.948065  -4.767185  0.660804
H  1.327337  -1.159935  3.515932
H  1.640948  1.003911  4.725265
H  0.605462  3.094697  3.728159
H  -0.833923  2.865194  1.721698

Forces on atoms 1 to 2 (eV/Å):
C -1.2391 1.0695 1.9757
C -2.3838 0.2586 -1.1822

Calculated values
2S+1: 6
Expectation value of S²: 8.9111
HOMO-LUMO gap (spin up / spin down) (eV): 5.3 / 3.9

Record 6
A cluster of 2 separate species, C3H3FO in total, computed with the ωB97M-V functional and the def2-TZVPD basis.

Element x y z (Å)
C  2.076794  -0.173620  0.404683
C  -0.771045  -0.506722  -0.309366
C  -0.758673  0.652774  0.309836
O  2.797073  -0.554042  -0.375222
F  -1.752619  1.536131  0.114976
H  -1.574156  -0.756749  -0.979822
H  0.004696  -1.232550  -0.165241
H  -0.022070  1.034779  1.000155

Forces on atoms 1 to 2 (eV/Å):
C 0.7674 -0.1570 -0.1820
C -0.1101 -0.0091 -0.0359

Calculated values
HOMO-LUMO gap (eV): 11.2

Record 7
A cluster of 2 separate species, C3H7S in total in a non-equilibrium geometry, computed with the ωB97M-V functional and the def2-TZVPD basis.

Element x y z (Å)
S  -0.165362  -2.143307  1.130620
H  0.578675  -1.888808  -0.034958
C  -0.262678  2.588174  -0.143286
C  0.379086  1.527519  -1.008717
C  0.192075  0.219402  -1.190775
H  0.573970  3.339614  -0.028981
H  -0.595462  2.324221  0.883489
H  -1.082420  3.090402  -0.739635
H  1.127369  2.049500  -1.630547
H  0.849533  -0.348488  -1.827386
H  -0.656777  -0.284099  -0.655232

Forces on atoms 1 to 2 (eV/Å):
S 0.7162 0.0593 -1.0338
H -0.6880 -0.4596 1.3446

Calculated values
Total charge: -1
HOMO-LUMO gap (eV): 6.3

Record 8
An isolated molecule of H2N2O3S in a non-equilibrium geometry, computed with the ωB97M-V functional and the def2-TZVPD basis.

Element x y z (Å)
N  0.941393  -0.168069  1.621686
O  1.089910  -0.624889  0.317344
S  -0.365061  -0.832764  -0.621080
O  -1.360050  -0.141374  0.171161
N  -0.832516  -0.042119  -2.428858
O  -0.832183  1.132211  -2.550953
H  -0.060532  -0.051916  1.798091
H  1.419039  0.728919  1.692609

Forces on atoms 1 to 2 (eV/Å):
N -0.2415 0.2725 0.6698
O -0.4057 -0.5824 -1.7688

Calculated values
HOMO-LUMO gap (spin up / spin down) (eV): 7.2 / 7.3